[1]
Computed, not measured: an isolated molecule of C8H8FNS2 at a distorted geometry, with ωB97M-V/def2-TZVPD.

XYZ file:
```
20
C8H8FNS2 ωB97M-V/def2-TZVPD
H -1.251 2.319 2.876
N 1.302 2.337 0.757
C -0.074 0.366 0.506
H -1.421 -1.356 0.260
C -0.658 2.223 2.028
C -0.088 -1.172 -1.603
H 0.299 -1.720 0.559
S -1.670 -1.497 -2.514
H -1.910 0.631 1.395
S 2.324 0.506 -0.698
C 1.110 1.157 0.287
H 0.207 -0.230 -2.013
H 1.783 -2.190 -2.631
H 1.014 3.634 2.224
C -0.951 1.094 1.209
H -2.099 -2.287 -1.475
F 0.968 -3.285 -1.028
C 0.959 -2.265 -1.866
C -0.394 -1.043 0.012
C 0.549 2.777 1.714
```

The gap between HOMO and LUMO (alpha / beta) is 8.796 / 5.764 eV. For the total energy, the calculation gives -1260.482218 hartree. The maximum force is 3.46 eV/A. The calculation puts the relative energy (zero: lowest compared OMol25 entry of this formula, charge and spin) at 2.729 eV.

***

[2]
Computed, not measured: a structure of composition C28H48MgO13 at a distorted geometry, with ωB97M-V/def2-TZVPD.

XYZ file:
```
90
C28H48MgO13 ωB97M-V/def2-TZVPD
O 0.032 -6.170 -0.200
O -3.032 1.788 3.752
O 0.824 -1.564 4.345
C 2.168 0.207 4.482
C -1.479 3.049 2.421
H -0.684 3.007 3.167
H -0.149 -0.156 0.518
H 2.218 -1.288 2.966
C 2.336 -0.600 5.743
H 3.723 0.113 1.690
O 1.741 1.393 -3.155
C -4.555 -1.478 -1.690
C 2.619 2.390 -3.644
H -2.143 -2.390 0.504
H -3.891 3.264 -2.206
O -3.695 3.718 2.611
H 0.953 -6.332 1.738
C -2.753 2.794 3.045
H -0.999 1.820 -0.976
H -4.205 -3.361 -2.402
C 3.032 1.198 0.037
H 2.233 -0.121 6.717
H 2.289 3.359 -3.267
O -1.478 0.262 -3.077
H 3.483 2.577 -5.616
C 4.339 2.046 -0.113
H 2.461 1.179 -0.891
H -1.207 2.333 1.647
H 4.419 2.639 -1.024
C 0.186 -6.797 1.118
C -0.254 -1.216 0.285
O 1.072 -0.604 -3.602
H -1.880 -7.314 1.321
C 4.805 -0.147 -0.199
H -4.321 -2.105 -3.735
H -1.051 4.963 2.786
H 4.377 2.852 0.620
C 1.477 -0.699 3.504
H 0.586 -0.294 3.024
C -1.729 -1.427 0.804
C 2.670 2.122 -5.051
C -1.906 3.697 -1.932
H 5.489 -0.776 0.371
H 4.639 -0.377 -1.251
H -0.086 2.677 -2.146
C -1.549 4.425 1.979
H 0.390 -1.793 0.949
H -4.242 -1.628 -0.657
O -0.044 -1.386 -1.032
C -3.901 -2.380 -2.767
H -0.922 4.796 1.168
H -3.513 5.638 1.956
C 1.798 0.316 -3.887
O -2.495 -2.492 -2.824
C 1.223 -1.635 5.623
C -1.197 -6.550 1.692
O 5.434 1.134 -0.037
O 0.807 -2.537 6.385
H -1.153 -4.371 2.007
H 3.354 -0.981 5.664
C -1.508 -5.171 1.356
H 1.525 1.039 4.769
H 2.884 -0.821 0.443
H -3.171 4.001 -3.712
H 1.791 2.627 -5.453
C -3.099 4.645 1.781
C -1.111 2.421 -1.878
H -3.456 4.288 0.815
C -3.038 3.304 -2.884
C -0.922 -5.193 -0.076
H -1.040 -6.668 2.764
H 3.579 0.133 -5.158
H -2.578 -4.986 1.259
H -5.633 -1.621 -1.763
H 2.442 1.727 0.785
C 3.574 0.005 0.616
C 2.602 0.615 -5.165
H 0.319 -7.871 0.987
C -1.756 1.472 -2.914
H -2.308 4.112 -1.008
O -2.701 2.114 -3.584
H 3.608 2.254 -3.207
O -1.266 -4.606 -1.108
H -2.436 -0.733 0.350
H 3.036 0.736 4.089
H 1.964 0.317 -5.998
Mg -0.457 -1.593 -2.966
H -4.365 -0.425 -1.900
H -1.340 4.509 -2.390
H -1.800 -1.422 1.891
```

The gap between HOMO and LUMO is 5.876 eV. For the total energy, the calculation gives -2273.797646 hartree. The maximum force is 6.18 eV/A. The calculation puts the relative energy (zero: lowest compared OMol25 entry of this formula, charge and spin) at 3.874 eV.

***

[3]
Computed, not measured: an isolated molecule of C3H8NO2P at a distorted geometry, with ωB97M-V/def2-TZVPD.

XYZ file:
```
15
C3H8NO2P ωB97M-V/def2-TZVPD
H 2.371 0.219 -1.320
H -1.839 -2.302 1.656
O 0.184 -1.616 0.171
P -1.488 -1.258 -0.289
C -1.284 0.631 -0.126
H -1.946 0.901 0.656
N 1.746 -0.522 -1.156
H 1.878 -0.583 0.886
C 0.161 1.021 0.193
H -1.774 1.040 -1.051
H 0.748 1.737 -0.502
C 1.077 -0.594 0.037
O -2.172 -1.571 1.104
H 0.199 1.357 1.235
H 1.237 -0.914 -2.034
```

The gap between HOMO and LUMO is 8.863 eV. For the total energy, the calculation gives -665.670113 hartree. The maximum force is 5.37 eV/A. The calculation puts the relative energy (zero: lowest compared OMol25 entry of this formula, charge and spin) at 1.275 eV.

***

[4]
Computed, not measured: a structure of composition C10H10Cl2I2IrO6SSc at a distorted geometry, with ωB97M-V/def2-TZVPD.

XYZ file:
```
33
C10H10Cl2I2IrO6SSc ωB97M-V/def2-TZVPD
Ir -0.276 1.376 -0.746
H 2.263 -1.196 -4.068
I 3.294 -1.952 -0.206
O -2.648 -1.934 2.029
H 0.880 -1.694 -5.060
S 1.392 0.872 -2.251
C 1.147 -0.701 4.872
H -1.154 1.240 -3.883
H 0.864 2.145 -4.803
C 0.282 -0.856 3.656
Cl 2.239 -2.085 4.967
O 0.967 -0.904 2.601
C -1.220 -1.371 -0.866
C -1.897 2.056 -1.402
O -2.800 2.560 -1.945
C 1.168 -1.209 -4.099
I 3.447 0.709 0.654
H -1.229 -0.322 -3.124
C -0.407 1.901 1.085
C -0.809 0.218 -3.955
H 0.814 0.785 -5.987
H 2.268 1.087 -4.990
H -1.165 -0.189 -4.907
C 1.184 1.125 -4.999
Cl 2.050 0.806 4.759
Sc 0.322 -0.726 0.680
C 0.681 0.218 -3.916
H 0.772 -1.783 -3.250
O -2.220 -1.716 -1.307
H 0.430 -0.657 5.713
O -0.546 2.381 2.176
O -0.986 -0.936 3.781
C -1.539 -1.551 2.007
```

The gap between HOMO and LUMO (alpha / beta) is 5.028 / 4.347 eV. For the total energy, the calculation gives -3615.628373 hartree. The maximum force is 7.91 eV/A. The total charge is +4. As for the spin multiplicity: 5. The calculation puts the relative energy (zero: lowest compared OMol25 entry of this formula, charge and spin) at 2.930 eV.

***

[5]
Computed, not measured: a cluster of 3 separate species, C4H13N3 in total at a distorted geometry, with ωB97M-V/def2-TZVPD.

XYZ file:
```
20
C4H13N3 ωB97M-V/def2-TZVPD
H -2.745 1.524 -1.185
H -1.089 1.967 -1.618
H -0.209 -0.050 1.848
H -0.899 -1.692 -1.534
C -1.269 -0.687 -1.761
H 3.082 -0.467 1.135
H -1.642 2.073 0.074
N 0.464 -1.771 0.967
C -1.697 1.468 -0.839
H 2.857 1.345 1.192
N 0.825 0.297 0.015
H -0.058 -2.346 1.604
N -1.311 0.109 -0.564
H -0.635 -0.267 -2.561
H 0.642 1.275 0.198
H 2.247 0.308 2.562
C 0.349 -0.444 1.004
C 2.508 0.369 1.509
H 0.861 -2.199 0.145
H -2.280 -0.812 -2.190
```

The gap between HOMO and LUMO (alpha / beta) is 8.356 / 7.177 eV. For the total energy, the calculation gives -324.264660 hartree. The maximum force is 1.38 eV/A. The calculation puts the relative energy (zero: lowest compared OMol25 entry of this formula, charge and spin) at 5.722 eV.